Record 1
Entry from the Open Molecules 2025 dataset: 2 unconnected molecules or ions with the total composition C32H29BF6O4S at a distorted geometry (ωB97M-V/def2-TZVPD).

XYZ file:
```
73
Properties=species:S:1:pos:R:3:forces:R:3:mulliken_charge:R:1
C 1.535011 5.180489 1.961348 -0.232 0.528 0.698 -1.31
C 0.730704 4.341321 1.048370 -0.451 -0.077 -1.729 0.54
C 0.714987 4.397663 -0.339057 -0.315 -0.206 0.864 -0.98
C -0.020160 3.331768 -0.930742 -0.510 -0.761 0.838 -0.55
C -0.559531 2.425336 -0.006283 1.398 2.596 -0.008 0.72
B -5.236662 4.090043 -0.611835 3.082 -2.156 -0.407 0.60
C -0.614395 0.996097 -0.146571 -0.363 -1.123 -0.231 1.55
C -0.881408 0.158839 0.946304 0.160 0.499 -0.407 -1.22
C -0.671508 -1.203743 0.838809 0.135 -0.194 -0.202 -0.18
C -0.954246 -2.050236 2.049779 -0.034 -0.387 0.382 0.80
F -0.816919 -3.376351 1.773422 -0.156 0.852 0.410 -0.29
F -0.102406 -1.754355 3.083011 -0.760 -0.318 -0.727 -0.27
F -2.228472 -1.855490 2.521105 1.121 -0.209 -0.339 -0.26
C -0.170266 -1.763276 -0.338176 -0.460 -0.003 0.060 -1.00
C -0.021573 -0.942016 -1.450691 0.137 0.229 -0.154 -0.06
C 0.477848 -1.428978 -2.781670 -0.268 -0.370 -0.668 0.95
F -0.261046 -0.910423 -3.822880 0.712 -0.554 0.951 -0.25
F 1.765799 -1.036418 -3.008406 -0.754 -0.421 0.088 -0.29
F 0.420527 -2.783049 -2.872960 0.275 0.883 -0.123 -0.27
C -0.260854 0.412346 -1.377705 -0.011 0.197 0.988 -0.74
O -4.682688 4.560122 0.553341 -0.202 0.783 -0.484 -0.32
C -3.644263 5.444877 0.096547 -0.036 0.514 0.306 -0.04
C -3.793232 5.547070 -1.430593 0.172 0.365 -0.441 -0.38
O -4.953550 4.748880 -1.782793 -0.089 0.232 0.772 -0.35
S -0.358789 3.125486 1.606922 0.773 -0.655 -0.515 -0.24
H 2.494563 5.470654 1.518934 -0.298 -0.099 -0.049 0.37
H 0.971300 6.087485 2.207716 0.264 0.046 0.116 0.26
H 1.741705 4.653278 2.898980 0.003 0.125 -0.155 0.37
H 1.241201 5.162176 -0.904283 0.024 -0.229 0.099 0.42
H -0.110464 3.176937 -2.000484 0.273 -0.037 0.114 0.56
H -1.207479 0.594573 1.890858 0.053 -0.189 -0.205 0.49
H 0.030582 -2.822276 -0.404264 0.014 -0.001 0.004 0.61
H -0.119119 1.029819 -2.251708 0.038 0.002 -0.005 0.29
H -3.818858 6.402095 0.583255 0.216 0.134 -0.006 0.40
H -2.656713 5.056504 0.374886 -0.328 -0.107 0.070 -0.16
H -3.960882 6.589388 -1.734901 0.021 -0.346 -0.086 0.29
H -2.908800 5.135402 -1.955856 -0.583 0.159 0.231 0.20
C -9.352043 4.458313 -1.305931 0.315 -0.527 0.619 -0.78
O -8.719131 3.896958 -0.133404 -0.693 -0.030 -0.313 -0.44
C -7.678927 3.038408 -0.297831 0.307 -0.105 -0.786 0.53
C -6.992917 2.632266 0.879959 -0.771 0.528 0.104 -0.43
C -5.707045 2.190078 0.792630 -0.184 0.340 -0.199 -0.79
C -5.002494 2.318636 -0.489394 1.850 -2.102 -0.874 1.68
C -3.527048 1.917086 -0.615802 -3.306 2.549 2.025 -1.55
C -3.265792 0.955646 -1.614984 0.349 -3.549 -1.676 -1.18
C -3.304801 -0.440632 -1.498907 -0.324 3.105 0.838 0.20
C -3.341171 -1.382847 -2.583718 0.055 -1.018 -1.438 0.19
C -2.898409 -2.726230 -2.411497 -0.081 1.087 0.283 -0.44
C -2.740980 -3.578581 -3.472656 -0.469 -0.078 -1.401 -0.73
C -3.142668 -3.162667 -4.770646 0.159 0.718 0.507 0.88
O -2.881615 -4.020593 -5.794249 -0.349 0.047 -0.711 -0.45
C -3.341724 -3.698604 -7.132274 0.199 -0.108 0.819 -0.84
C -3.722787 -1.885331 -4.941058 0.232 -1.000 -0.574 -0.58
C -3.814467 -1.021866 -3.868965 0.364 0.042 1.000 -0.51
C -5.878205 2.194534 -1.645478 0.022 0.285 0.740 -0.83
C -7.187162 2.642443 -1.563268 -1.100 0.591 0.858 -0.61
H -10.130205 5.108195 -0.907076 0.086 -0.065 -0.160 0.25
H -8.635096 5.031956 -1.905127 -0.030 -0.084 0.129 0.30
H -9.794702 3.669364 -1.924073 -0.022 0.146 0.088 0.33
H -7.525482 2.750346 1.828796 0.272 -0.083 -0.277 0.43
H -5.146760 1.878650 1.669191 -0.090 0.114 -0.178 0.48
H -2.897771 2.182972 0.228303 -0.340 -0.445 0.005 0.45
H -3.105283 1.341994 -2.634058 -0.230 -0.330 -0.107 0.51
H -3.333280 -0.863720 -0.491359 -0.114 0.147 -0.100 0.55
H -2.638327 -3.071079 -1.412200 0.089 0.142 -0.128 0.37
H -2.312847 -4.572727 -3.364319 -0.140 0.173 0.043 0.44
H -2.961371 -4.506055 -7.762195 -0.106 0.174 0.137 0.24
H -4.439307 -3.678434 -7.170770 0.218 0.009 0.036 0.34
H -2.942579 -2.737879 -7.485282 -0.021 -0.208 0.168 0.33
H -4.084213 -1.587204 -5.931121 0.134 -0.052 0.472 0.35
H -4.255223 -0.034168 -4.003257 0.114 -0.230 -0.012 0.32
H -5.463299 1.893344 -2.589091 0.168 0.146 -0.267 0.38
H -7.821696 2.753354 -2.447370 0.418 -0.029 0.281 0.33
```
Forces are in eV/Å.

Values from the calculation:
Orbital gap in eV: 5.0
E_tot in eV: -69656.7315
Charge: 0
Multiplicity: 1

Record 2
Entry from the Open Molecules 2025 dataset: a molecular structure, C32H29Br2IN4O4Y at a distorted geometry (ωB97M-V/def2-TZVPD).

XYZ file:
```
73
Properties=species:S:1:pos:R:3:forces:R:3:mulliken_charge:R:1
Y 0.188145 -0.069978 0.439447 -0.742 -0.245 -1.039 0.87
C 2.592785 -1.431543 3.995546 0.007 -0.001 0.097 -1.09
C 2.368388 0.043983 3.832241 0.094 -0.030 0.193 0.72
N 2.428496 0.805935 4.900469 -0.054 0.256 -0.174 -0.62
C 2.260527 2.142334 4.762376 0.073 -0.289 0.162 -1.15
C 2.072978 2.764762 3.560486 -0.025 0.169 -0.066 0.64
C 1.929216 4.261819 3.500295 0.018 0.099 -0.091 -0.87
O 2.948823 4.895456 2.720559 -0.065 -0.074 0.082 -0.53
C 1.982880 1.957244 2.404272 -0.008 0.525 -0.307 0.36
C 1.949843 2.568700 1.077257 0.133 -0.140 0.408 -0.68
N 1.455697 2.019716 0.023472 -0.049 0.202 -0.486 0.46
C 1.675031 2.689194 -1.228011 -0.087 -0.239 0.372 -0.46
C 1.789953 4.073026 -1.331489 0.009 0.134 -0.070 -0.32
C 1.990385 4.677866 -2.561257 -0.007 -0.014 0.041 -0.99
C 2.073462 3.911725 -3.714910 -0.001 0.000 -0.035 -0.59
C 1.933363 2.535221 -3.637403 0.013 0.140 0.054 -0.68
C 1.726287 1.941535 -2.400455 0.056 0.236 -0.228 0.87
I 1.412650 -0.113762 -2.405167 0.199 -0.230 -0.382 0.14
C 2.097370 0.579269 2.540478 0.084 -0.676 -0.495 0.99
O 1.974070 -0.236781 1.502920 0.733 0.193 0.751 -1.47
H 3.257384 -1.596254 4.841449 -0.019 0.004 -0.001 0.52
H 3.017941 -1.879328 3.098565 -0.009 0.061 -0.026 0.28
H 1.652003 -1.943422 4.214446 -0.020 0.014 -0.020 0.01
H 2.300006 2.727676 5.674426 0.000 -0.064 0.023 0.35
H 1.904313 4.664810 4.514235 0.043 0.011 0.029 0.42
H 0.989050 4.547458 3.026442 -0.019 -0.042 -0.036 0.34
H 3.789150 4.787571 3.178537 0.016 0.003 -0.005 0.32
H 2.455597 3.527968 0.999605 0.027 0.018 0.078 1.00
H 1.703922 4.690206 -0.446034 -0.004 -0.014 -0.021 0.57
H 2.073877 5.755219 -2.615019 0.003 -0.017 -0.006 0.42
H 2.230106 4.382066 -4.676300 0.006 -0.010 0.014 0.40
H 1.980572 1.932025 -4.533779 -0.009 -0.002 0.016 0.40
C 1.519889 -3.442433 0.019902 -0.003 -0.020 0.006 -1.17
C 0.626924 -3.394193 1.231962 0.151 -0.122 -0.049 0.61
C 0.477977 -4.527794 2.057471 0.073 0.019 -0.109 -1.17
C -0.253759 -4.434664 3.201663 -0.058 -0.007 0.152 -1.09
C -0.820781 -3.198412 3.583428 0.023 -0.168 0.124 0.71
C -1.485527 -2.969586 4.817439 0.067 -0.017 -0.149 -0.14
Br -1.768931 -4.379965 6.029645 -0.011 -0.146 0.092 -0.20
C -1.906248 -1.720958 5.147592 0.011 0.252 -0.152 -0.34
C -1.706251 -0.640082 4.257087 -0.223 -0.236 0.508 -0.18
Br -2.289308 1.057366 4.794674 -0.010 0.186 -0.047 -0.16
C -1.103844 -0.800926 3.039667 0.167 0.381 -0.533 0.87
O -0.911993 0.191295 2.174321 -0.502 -0.450 0.921 -0.88
C -0.649169 -2.116640 2.703700 0.120 -0.100 -0.190 -0.51
N 0.035442 -2.253686 1.516048 -0.245 -0.033 0.559 1.59
H 2.171163 -4.313587 0.053077 -0.031 -0.016 0.016 0.51
H 2.160325 -2.557546 -0.006089 -0.035 0.031 0.011 0.15
H 0.953919 -3.494018 -0.912719 -0.012 0.022 0.001 0.18
H 0.966859 -5.451445 1.779006 -0.019 0.006 0.016 0.56
H -0.370410 -5.290143 3.853728 -0.007 0.003 -0.018 0.39
H -2.392447 -1.539155 6.095683 0.001 0.017 -0.016 0.48
O -1.140780 -1.898286 -1.001732 0.190 0.387 -0.072 -0.44
C -2.374491 -1.763823 -1.742877 0.261 -0.041 0.027 -0.79
C -3.564147 -1.708141 -0.810927 -0.220 -0.060 -0.031 -0.92
C -3.422134 -0.637532 0.276129 -0.013 0.027 0.035 0.69
C -3.179632 0.716186 -0.325650 0.150 -0.036 0.004 0.24
C -4.254293 1.487987 -0.747699 -0.072 -0.033 0.070 -0.90
C -4.034161 2.695363 -1.380340 -0.064 0.074 -0.040 -0.56
C -2.728017 3.105088 -1.594918 -0.040 -0.006 0.013 -0.93
C -1.712977 2.285356 -1.151083 0.040 -0.085 0.100 -0.04
N -1.909806 1.114596 -0.520480 -0.006 0.230 -0.188 0.72
H -1.153065 -2.726873 -0.513445 -0.091 -0.086 0.120 0.21
H -2.454877 -2.591575 -2.447276 -0.043 -0.034 -0.011 0.40
H -2.259280 -0.847777 -2.319834 -0.027 0.032 0.025 0.42
H -3.712539 -2.684060 -0.338428 0.032 0.017 0.009 0.43
H -4.457509 -1.526322 -1.416082 0.020 0.026 0.018 0.43
H -2.611413 -0.898390 0.950494 0.056 0.037 0.018 -1.07
H -4.321719 -0.604794 0.890891 -0.057 -0.034 -0.062 0.66
H -5.259385 1.129834 -0.563991 0.013 0.027 -0.011 0.54
H -4.867983 3.306835 -1.700898 0.020 -0.011 0.000 0.45
H -2.493518 4.038410 -2.087357 -0.011 -0.021 0.003 0.50
H -0.685289 2.582339 -1.303366 0.004 0.012 0.000 0.12
```
Forces are in eV/Å.

Values from the calculation:
Orbital gap in eV: 7.4
E_tot in eV: -197034.3630
Charge: +1
Multiplicity: 1

Record 3
Entry from the Open Molecules 2025 dataset: C32H29ClN2O2 in the gas phase at a distorted geometry (ωB97M-V/def2-TZVPD).

XYZ file:
```
66
Properties=species:S:1:pos:R:3:forces:R:3:mulliken_charge:R:1
C 7.290201 -0.774393 -0.432862 -0.352 -0.419 0.074 -1.11
C 5.927631 -0.720785 0.220558 -0.109 0.718 0.457 -0.32
O 5.882880 0.562232 0.979384 -1.285 -0.987 -0.343 -0.09
C 4.626759 0.815426 1.419313 -0.883 -1.385 -0.322 0.23
O 3.653324 0.070619 1.248432 2.608 1.518 -0.195 -0.64
C 4.535393 2.024663 2.346234 3.176 -0.565 3.820 0.25
N 3.227578 2.030029 2.725496 -5.768 1.608 1.748 -0.29
C 2.227959 2.873644 2.931119 3.412 -2.071 -0.955 -0.03
C 0.852775 2.491147 3.345483 0.208 -0.768 0.050 0.16
C -0.085763 3.490482 3.586969 -0.231 0.366 0.063 -0.06
C -1.378142 3.213016 4.024726 0.064 -0.699 0.055 -0.93
C -1.754530 1.878360 4.231876 1.389 0.458 -0.578 0.48
Cl -3.312361 1.510675 4.810741 -0.731 -0.157 0.239 -0.21
C -0.850327 0.848298 3.958405 0.542 0.204 -0.118 -0.79
C 0.451347 1.158281 3.520124 -0.722 0.058 0.235 -0.20
C 5.431502 3.410828 2.272206 -0.669 -1.120 -0.355 3.36
C 6.899042 3.167410 2.553654 0.984 0.697 0.617 -0.13
C 7.279899 2.481467 3.729375 0.201 -0.026 -0.631 -0.75
C 8.604947 2.220924 4.031258 0.748 0.142 -0.028 -1.52
C 9.660403 2.837358 3.312987 -0.923 0.047 -0.283 1.31
N 10.988086 2.593687 3.602761 0.984 -0.465 0.755 0.11
C 11.431773 1.350378 4.279827 -0.303 0.242 -0.275 -0.83
C 12.024776 3.585311 3.315154 -0.252 0.022 -0.187 -1.11
C 9.271065 3.733840 2.282607 0.341 -0.616 -0.111 -0.87
C 7.948381 3.829114 1.849201 -0.504 -0.604 1.271 -0.76
C 5.077888 4.002153 0.950334 0.309 2.110 0.317 -0.95
C 5.534140 3.633026 -0.283085 0.044 -0.232 -1.516 0.27
C 4.865313 4.165924 -1.411900 0.033 -0.300 0.260 -0.90
C 3.780956 5.036366 -1.247102 -0.460 0.093 -0.867 -0.65
C 3.421728 5.518082 0.009188 0.641 -0.098 0.483 -0.55
C 4.205226 5.127899 1.096371 -0.633 -1.895 -0.221 -0.24
C 4.033928 5.383858 2.527435 -0.630 -1.413 0.820 0.27
C 3.092984 6.190848 3.186397 0.789 -0.568 -0.651 -0.33
C 3.078022 6.184626 4.574583 -0.629 0.361 0.581 -0.66
C 3.984120 5.397943 5.279196 0.305 -0.420 -0.017 -0.84
C 4.854499 4.493360 4.607758 -0.197 0.001 1.499 -0.09
C 4.749295 4.352021 3.250839 0.434 2.494 -1.126 -0.43
H 7.291466 -1.735770 -0.979393 0.438 0.482 0.081 0.40
H 7.403239 0.066452 -1.132568 0.113 -0.346 0.205 0.26
H 8.088478 -0.758014 0.331418 -0.315 -0.024 -0.482 0.27
H 5.093123 -0.691328 -0.501744 0.484 -0.106 0.279 0.36
H 5.747642 -1.569352 0.919680 0.135 0.704 -0.380 0.30
H 5.157976 1.502725 3.398080 -1.843 1.103 -2.892 0.09
H 2.416776 3.921106 2.785388 -0.493 0.416 0.054 0.00
H 0.197301 4.527846 3.435472 0.030 -0.043 0.030 0.36
H -2.103193 3.993186 4.221844 0.151 0.041 -0.046 0.40
H -1.163966 -0.188808 4.102345 0.176 0.366 -0.072 0.38
H 1.151584 0.361934 3.311672 0.095 -0.001 -0.023 0.51
H 6.563709 2.144212 4.476160 -0.068 -0.181 -0.443 0.50
H 8.852014 1.544367 4.856403 -0.333 0.512 -0.197 0.17
H 10.546960 0.838924 4.710908 0.826 0.221 -0.308 0.24
H 11.934705 0.641150 3.563255 -0.408 0.662 0.599 0.26
H 12.138404 1.587649 5.108876 -0.477 -0.142 -0.573 0.32
H 11.626063 4.603638 3.475070 0.164 -0.402 -0.010 0.38
H 12.888247 3.440134 3.992224 -0.507 -0.001 -0.319 0.33
H 12.393668 3.539663 2.272286 -0.071 -0.064 0.334 0.29
H 10.055429 4.253954 1.730552 -0.293 -0.075 0.098 0.41
H 7.731889 4.476306 1.012865 -0.122 -0.022 -0.089 0.53
H 6.402708 2.954962 -0.399127 -0.902 0.206 0.066 0.51
H 5.124210 3.796354 -2.411899 -0.017 0.359 0.425 0.37
H 3.173303 5.344806 -2.127828 0.607 -0.345 0.713 0.34
H 2.519340 6.092320 0.200725 0.269 0.303 -0.366 0.39
H 2.325093 6.687461 2.601584 0.279 0.426 0.117 0.38
H 2.325181 6.812651 5.110521 0.797 -0.661 -0.416 0.36
H 3.970391 5.426931 6.375193 0.186 0.031 -0.493 0.39
H 5.601147 3.927012 5.203665 -0.836 0.247 -0.456 0.35
```
Forces are in eV/Å.

Values from the calculation:
Orbital gap in eV: 7.9
E_tot in eV: -53249.8429
Charge: 0
Multiplicity: 1

Computed relative energy (zero: lowest compared OMol25 entry of this formula, charge and spin) (kJ/mol) in order:
259.54, 42.42, 70.50